Below is a cluster of 2 separate species, C5H10O4 in total, with properties calculated with the ωB97M-V functional and the def2-TZVPD basis.

Summary:
Structure (SMILES)   COC(C)=O.COC=O
Lowest unoccupied orbital energy   0.02408 Ha
Highest occupied orbital energy   -10.39 eV
Energy above the lowest of the compared OMol25 structures with the same formula, charge and spin   164.3 kJ/mol

Each line ends with the natural charge from an NBO analysis.
Cartesian coordinates (Å):
1 C -2.16708 -0.44940 0.56087  -0.261
2 C -0.90176 0.96022 -1.51584  -0.744
3 C -0.42798 1.08103 -0.08908  0.843
4 O -1.15940 0.50104 0.87822  -0.507
5 O 0.43299 1.89387 0.24954  -0.617
6 H -2.96773 0.00377 -0.02770  0.183
7 H -1.75169 -1.30361 0.01442  0.184
8 H -2.56302 -0.78956 1.51583  0.208
9 H -1.89713 1.39949 -1.61211  0.238
10 H -0.21546 1.50999 -2.15666  0.246
11 H -0.93867 -0.08237 -1.83056  0.236
12 C 1.36002 -1.38644 1.01362  -0.275
13 C 2.28760 0.50453 -0.18216  0.680
14 O 1.33507 -0.58246 -0.16437  -0.581
15 O 3.13275 0.65811 0.64099  -0.552
16 H 2.34041 0.83799 -1.22741  0.136
17 H 2.38867 -1.48113 1.37605  0.203
18 H 0.76452 -0.91238 1.79898  0.192
19 H 0.94788 -2.36272 0.75739  0.188


Below is a cluster of 2 separate species, C5H10O4 in total, with properties calculated with the ωB97M-V functional and the def2-TZVPD basis.

Summary:
Structure (SMILES)   C=CC(=O)O.CC(O)O
Lowest unoccupied orbital energy   0.01921 Ha
Highest occupied orbital energy   -10.46 eV
Energy above the lowest of the compared OMol25 structures with the same formula, charge and spin   150.9 kJ/mol

Each line ends with the natural charge from an NBO analysis.
Cartesian coordinates (Å):
1 C 0.02881 1.52976 -0.71330  0.371
2 C 1.08260 2.62673 -0.72836  -0.638
3 O 0.19292 0.76440 -1.87073  -0.740
4 O 0.13915 0.75815 0.46941  -0.745
5 H 0.91493 0.08094 0.39289  0.484
6 H -0.56298 0.15771 -1.94948  0.502
7 H -0.98456 1.95083 -0.66386  0.150
8 H 0.89179 3.29087 -1.56834  0.218
9 H 1.04917 3.19926 0.19594  0.216
10 H 2.06919 2.18384 -0.85312  0.211
11 C -1.31447 -1.11513 0.18330  0.812
12 C 0.02159 -1.90247 0.30819  -0.340
13 C 0.32594 -2.65823 1.35770  -0.342
14 O -1.99316 -0.90080 1.31484  -0.666
15 O -1.81910 -0.95756 -0.90020  -0.619
16 H -1.40332 -0.89270 2.08006  0.489
17 H 0.48119 -2.08548 -0.65445  0.233
18 H 1.09994 -3.40842 1.30928  0.214
19 H -0.21962 -2.62169 2.29023  0.190


Below is the molecule C5H10O5, with properties calculated with the ωB97M-V functional and the def2-TZVPD basis.

Summary:
Structure (SMILES)   O=C[C@H](O)[C@@H](O)[C@H](O)CO
Lowest unoccupied orbital energy   0.02224 Ha
Highest occupied orbital energy   -9.67 eV
Energy above the lowest of the compared OMol25 structures with the same formula, charge and spin   534.4 kJ/mol

Each line ends with the natural charge from an NBO analysis.
Cartesian coordinates (Å):
1 O -3.40397 -0.16027 0.03794  -0.545
2 C -2.39601 0.61929 -0.03255  0.416
3 C -0.99104 0.32810 -0.45005  -0.065
4 O -1.09267 -1.13531 -0.87187  -0.812
5 H -2.01469 -1.62289 -0.80264  0.527
6 C -0.24650 0.40922 0.83496  0.021
7 O -0.45439 -0.56389 1.96982  -0.683
8 H 0.10942 -1.21761 1.44226  0.492
9 C 1.22547 0.61681 0.23397  0.074
10 C 1.78667 -0.68202 -0.49521  -0.076
11 H 1.34071 -0.31840 -1.49995  0.153
12 O 1.20365 -1.76038 -0.04863  -0.751
13 H 0.43527 -2.19048 -0.40988  0.538
14 H 2.86366 -0.57740 -0.45185  0.177
15 O 1.38438 1.75550 -0.56263  -0.698
16 H 2.24352 1.85458 -0.57244  0.469
17 H 1.91323 0.50294 1.30308  0.148
18 H -0.49490 1.42333 1.27820  0.214
19 H -0.70840 0.99628 -1.30512  0.262
20 H -2.70341 1.72261 0.40261  0.137


Below is a cluster of 2 separate species, C5H10O5 in total, with properties calculated with the ωB97M-V functional and the def2-TZVPD basis.

Summary:
Structure (SMILES)   O=COCCCOC=O.O
Lowest unoccupied orbital energy   0.00556 Ha
Highest occupied orbital energy   -10.86 eV
Energy above the lowest of the compared OMol25 structures with the same formula, charge and spin   154.5 kJ/mol

Each line ends with the natural charge from an NBO analysis.
Cartesian coordinates (Å):
1 O 0.66863 2.76712 -0.96016  -0.946
2 H -0.04215 2.84866 -0.28458  0.468
3 H 1.38741 3.35594 -0.63627  0.480
4 O 2.94859 -3.05687 -1.68152  -0.542
5 O -3.24157 -0.27333 3.24198  -0.532
6 O 1.19855 -1.63244 -1.62823  -0.496
7 O -2.28738 0.16503 1.22334  -0.517
8 C 2.44153 -2.05082 -1.23030  0.640
9 C -2.26420 -0.04477 2.57298  0.659
10 C 0.77556 -0.44210 -0.99593  -0.084
11 C -1.16287 0.50937 0.45079  -0.059
12 C -0.67000 -0.69378 -0.45235  -0.432
13 H 2.93950 -1.38460 -0.49829  0.107
14 H -1.21812 0.02577 2.93132  0.091
15 H 1.36222 -0.12134 -0.11367  0.169
16 H 0.75407 0.40263 -1.71105  0.211
17 H -1.27102 1.44641 -0.12859  0.184
18 H -0.29991 0.63319 1.13302  0.159
19 H -1.29621 -0.81687 -1.35687  0.218
20 H -0.72260 -1.63722 0.12438  0.220


Below is the molecule C5H10OP2, with properties calculated with the ωB97M-V functional and the def2-TZVPD basis.

Summary:
Structure (SMILES)   C=C1CCC[P@H]1=[PH]=O
Lowest unoccupied orbital energy   0.00428 Ha
Highest occupied orbital energy   -8.62 eV
Energy above the lowest of the compared OMol25 structures with the same formula, charge and spin   212.4 kJ/mol

Each line ends with the natural charge from an NBO analysis.
Cartesian coordinates (Å):
1 C 0.26743 1.13049 -0.13078  -0.270
2 C 0.42663 2.43131 -0.42293  -0.366
3 C 0.94110 0.40489 0.98776  -0.460
4 C 1.23424 -0.95087 0.34318  -0.381
5 C -0.03939 -1.42621 -0.28053  -0.754
6 O -2.37857 -0.86065 1.33268  -1.097
7 P -2.83301 -0.18683 0.12359  0.999
8 P -0.82356 -0.02713 -1.05706  0.639
9 H -0.35206 2.97628 -1.15573  0.199
10 H 1.16985 3.08832 -0.01590  0.206
11 H 1.86594 0.92690 1.15121  0.219
12 H 0.43753 0.26156 1.89504  0.241
13 H 2.00765 -0.97765 -0.44309  0.202
14 H 1.55169 -1.63952 1.15610  0.214
15 H 0.08305 -2.24233 -0.89810  0.241
16 H -0.65129 -1.78251 0.55772  0.289
17 H -0.05214 0.18355 -2.34594  0.051
18 H -2.85510 -1.30962 -0.79724  -0.171


Below is the molecule C5H10OS, with properties calculated with the ωB97M-V functional and the def2-TZVPD basis.

Summary:
Lowest unoccupied orbital energy   0.03343 Ha
Highest occupied orbital energy   -8.97 eV
Energy above the lowest of the compared OMol25 structures with the same formula, charge and spin   140.7 kJ/mol

Each line ends with the natural charge from an NBO analysis.
Cartesian coordinates (Å):
1 C -2.63142 0.99644 0.60717  -0.365
2 C -1.69019 0.95198 -0.30986  -0.441
3 C 1.52876 0.70122 -0.79793  -0.629
4 C 1.42997 -1.51438 0.41267  -0.631
5 C 0.73419 -0.19772 0.12772  -0.372
6 O -1.53561 -1.62408 0.15406  -0.986
7 S -0.89670 -0.63146 -0.71187  1.241
8 H -3.15778 1.89593 0.87900  0.208
9 H -2.89978 0.08761 1.12404  0.228
10 H -1.36065 1.78705 -0.90430  0.214
11 H 1.66058 0.21963 -1.76486  0.213
12 H 1.03094 1.65549 -0.95069  0.211
13 H 2.51358 0.89806 -0.37741  0.222
14 H 1.72999 -1.99406 -0.51708  0.207
15 H 0.74883 -2.18000 0.93921  0.244
16 H 2.31402 -1.35976 1.02841  0.217
17 H 0.48128 0.30806 1.06172  0.220


Below is the molecule C5H10OS, with properties calculated with the ωB97M-V functional and the def2-TZVPD basis.

Summary:
Structure (SMILES)   CO/C=C(/C)SC
Lowest unoccupied orbital energy   0.02742 Ha
Highest occupied orbital energy   -8.41 eV
Energy above the lowest of the compared OMol25 structures with the same formula, charge and spin   427.3 kJ/mol

Each line ends with the natural charge from an NBO analysis.
Cartesian coordinates (Å):
1 C -0.48223 0.31917 -2.46853  -0.272
2 C -1.42127 -0.30898 -0.43035  0.163
3 C -0.49275 -0.53535 0.42729  -0.252
4 C -0.81816 -0.86734 1.81822  -0.648
5 C 2.02815 0.74606 0.73305  -0.852
6 H 0.20298 0.86595 -1.64473  0.185
7 H 0.22281 -0.59273 -2.84348  0.178
8 H -0.72275 0.98738 -3.38239  0.198
9 H -2.49816 -0.18118 0.04369  0.181
10 H -1.87029 -1.33245 1.95257  0.234
11 H -0.72098 0.06296 2.60654  0.217
12 H 0.10019 -1.58935 2.25067  0.233
13 H 1.42400 1.85300 0.64711  0.242
14 H 2.26383 0.20908 1.88980  0.233
15 H 3.05458 1.11503 0.25593  0.256
16 O -1.59148 -0.14650 -1.77456  -0.504
17 S 1.32152 -0.60476 -0.08081  0.209


Below is the molecule C5H10S, with properties calculated with the ωB97M-V functional and the def2-TZVPD basis.

Summary:
Structure (SMILES)   CC1(CS)CC1
Lowest unoccupied orbital energy   0.03308 Ha
Highest occupied orbital energy   -9.02 eV
Energy above the lowest of the compared OMol25 structures with the same formula, charge and spin   104.0 kJ/mol

Each line ends with the natural charge from an NBO analysis.
Cartesian coordinates (Å):
1 C 0.28733 1.50668 -0.27474  -0.599
2 C 0.21156 0.04345 0.02930  -0.101
3 C -1.03408 -0.34071 0.74627  -0.443
4 C 1.50853 -0.63722 0.30337  -0.412
5 C 0.76794 -0.88954 -1.00789  -0.415
6 H 1.22051 1.82878 -0.73150  0.212
7 H -0.55694 1.85768 -0.86219  0.223
8 H 0.21071 2.06131 0.68010  0.203
9 H -0.95433 -1.39860 0.92010  0.210
10 H -1.19259 0.20522 1.63492  0.217
11 H -3.41647 -0.04170 0.62152  0.128
12 H 1.52414 -1.48723 0.95046  0.211
13 H 2.49272 -0.10645 0.39708  0.221
14 H 1.16793 -0.48109 -1.90770  0.219
15 H 0.29540 -1.91477 -1.10632  0.217
16 S -2.53236 -0.20580 -0.39279  -0.089